The following is a DFT calculation (the ωB97M-V functional and the def2-TZVPD basis) of C14H34AlCl2O9S3 as an isolated structure.

Values from the calculation:
* strongest force on any atom: 0.0143 hartree/bohr
* DFT total energy: -3588.4646 Ha
* total charge: -1

Positions of all 63 atoms, in Å:
C (2.57, -2.69, -1.12)
O (3.94, -2.38, -1.05)
C (4.19, -1.04, -0.66)
C (3.76, 0.00, -1.69)
C (2.36, 0.62, -1.53)
Al (1.77, 1.23, 0.30)
Cl (1.29, -0.44, 1.70)
C (0.02, 2.24, 0.09)
C (-1.26, 1.42, 0.28)
C (-1.58, 0.64, -1.00)
C (-2.83, -0.24, -0.89)
S (-2.55, -1.91, -0.39)
O (-3.79, -2.62, -0.47)
O (-1.78, -1.99, 0.80)
Cl (-1.36, -2.59, -1.91)
H (2.06, -2.48, -0.17)
H (2.07, -2.14, -1.92)
H (2.48, -3.75, -1.33)
H (5.27, -0.99, -0.52)
H (3.73, -0.86, 0.32)
H (3.85, -0.50, -2.66)
H (4.52, 0.79, -1.70)
H (2.34, 1.54, -2.12)
H (1.62, -0.04, -2.00)
H (2.88, 2.21, 0.96)
H (-0.02, 2.69, -0.91)
H (0.02, 3.05, 0.83)
H (-2.12, 2.07, 0.47)
H (-1.20, 0.72, 1.11)
H (-0.72, 0.03, -1.29)
H (-1.79, 1.36, -1.79)
H (-3.37, -0.32, -1.83)
H (-3.51, 0.13, -0.11)
O (1.36, 4.72, -1.57)
S (1.97, 5.77, -0.82)
O (1.18, 6.53, 0.11)
O (2.66, 6.78, -1.85)
C (1.85, 7.26, -2.93)
C (0.85, 8.32, -2.50)
C (3.42, 5.19, -0.03)
H (1.35, 6.42, -3.41)
H (2.56, 7.68, -3.65)
H (0.10, 7.91, -1.83)
H (0.35, 8.73, -3.38)
H (1.36, 9.13, -1.98)
H (4.01, 4.64, -0.75)
H (3.09, 4.52, 0.77)
H (3.96, 6.04, 0.37)
O (-3.88, -8.22, 2.53)
S (-3.64, -7.26, 3.57)
O (-4.73, -6.84, 4.39)
O (-2.88, -6.02, 2.97)
C (-3.45, -5.35, 1.81)
C (-4.64, -4.48, 2.15)
C (-2.33, -7.83, 4.60)
H (-3.70, -6.10, 1.06)
H (-2.64, -4.74, 1.43)
H (-5.49, -5.06, 2.50)
H (-4.93, -3.92, 1.27)
H (-4.37, -3.77, 2.94)
H (-1.50, -8.14, 3.98)
H (-2.72, -8.67, 5.17)
H (-2.05, -7.02, 5.27)